Computed, not measured: one molecule with the formula C19H29NO4, with ωB97M-V/def2-TZVPD.

Structure (XYZ):
```
53
Properties=species:S:1:pos:R:3
C 5.28430 1.59647 -2.25580
C 4.97793 2.28856 -0.93206
C 3.97372 1.52304 -0.07151
C 4.54762 0.21995 0.48999
O 3.65070 -0.42113 1.37608
C 2.59265 -1.11409 0.89161
C 2.32563 -1.35841 -0.45437
C 1.20935 -2.08532 -0.82281
C 0.33455 -2.59367 0.13227
C -0.88710 -3.35741 -0.19304
O -1.37669 -4.14024 0.59070
C -1.53677 -3.08878 -1.54139
C -1.89233 -1.60583 -1.67080
N -2.48044 -1.15702 -0.42328
C -2.78021 0.25900 -0.36542
C -3.93146 0.60680 -1.29777
O -4.95389 -0.02091 -1.38538
O -3.67838 1.67949 -2.05908
C -3.13749 0.64848 1.08657
C -1.95071 0.31807 1.98646
C -3.53497 2.12602 1.16653
C -3.94438 2.55830 2.57002
C 0.62816 -2.37412 1.48149
C 1.72706 -1.64100 1.85670
H 4.36755 1.41969 -2.81457
H 5.93692 2.21973 -2.86231
H 5.78347 0.64402 -2.09688
H 5.90394 2.42702 -0.37005
H 4.56645 3.27831 -1.14054
H 3.07750 1.30743 -0.65723
H 3.67205 2.14439 0.77454
H 4.84929 -0.46315 -0.31134
H 5.42643 0.44036 1.10300
H 2.98410 -0.99347 -1.22725
H 1.04587 -2.27785 -1.87252
H -2.44224 -3.69594 -1.59534
H -0.87053 -3.38936 -2.35085
H -0.98828 -1.01061 -1.83110
H -2.55342 -1.46280 -2.54356
H -3.32437 -1.68746 -0.22337
H -1.89392 0.81870 -0.68272
H -4.43122 1.87106 -2.64255
H -3.99414 0.03598 1.38704
H -1.60833 -0.69091 1.77667
H -2.23137 0.38095 3.03326
H -1.12939 1.00658 1.79979
H -4.37584 2.30454 0.49214
H -2.70030 2.74187 0.82352
H -4.73128 1.91187 2.95174
H -4.31888 3.57926 2.55147
H -3.10123 2.51965 3.25354
H -0.03682 -2.78808 2.22413
H 1.95115 -1.45798 2.89562
```

Output
HOMO level ... -8.6140 eV
Orbital gap ... 9.2151 eV
Molar mass ... 335.44 g mol⁻¹
DFT total energy ... -29854.40094 eV
Structure (SMILES) ... CCCCOc1ccc(C(=O)CCN[C@@H](C(=O)O)[C@@H](C)CC)cc1

Atom charges from the Mulliken analysis, given in e for atoms 1 to 8: number 1, C, carries -1.11; number 2, C, carries -0.50; number 3, C, carries -0.29; number 4, C, carries -0.72; number 5, O, carries -0.44; number 6, C, carries 0.80; number 7, C, carries -0.38; number 8, C, carries -0.76